C30H56N7O5 | ωB97M-V with the def2-TZVPD basis set

XYZ file:
```
98
Properties=species:S:1:pos:R:3:forces:R:3:lowdin_charge:R:1
C 0.777 -7.998 1.195 0.09 0.29 0.00 -0.06
C 0.764 -6.505 1.565 0.31 -0.49 0.62 -0.22
N -0.547 -5.906 1.828 -0.40 0.31 -0.73 -0.11
C -1.385 -5.727 0.634 0.30 -0.09 -0.11 -0.13
C -2.028 -4.330 0.628 0.35 0.08 0.55 -0.09
N -1.565 -3.498 -0.498 -0.62 -0.34 0.55 -0.01
C -0.173 -3.065 -0.436 -0.19 0.14 -0.57 -0.13
C 0.050 -1.593 -0.068 0.63 -0.35 0.97 -0.38
C -0.142 -1.441 1.454 -0.31 0.24 -0.41 -0.06
C 1.515 -1.233 -0.408 -0.55 -0.62 -0.01 -0.04
C -2.447 -3.195 -1.435 0.52 0.71 -0.91 -0.23
N -3.725 -3.615 -1.444 -0.49 -0.47 0.57 0.22
C -4.305 -3.120 -2.509 0.68 0.01 -0.21 -0.26
C -5.717 -3.294 -2.916 -0.44 0.64 0.17 -0.04
C -6.648 -3.469 -1.705 -0.07 -0.10 -0.62 -0.13
O -7.602 -2.400 -1.752 0.63 0.32 -0.35 0.00
C -8.072 -2.027 -0.546 -0.66 0.38 0.02 -0.55
C -8.675 -0.664 -0.501 0.22 0.33 -0.26 0.03
O -8.025 -2.735 0.407 0.38 -0.80 0.84 0.13
N -3.421 -2.396 -3.206 -0.91 -0.18 -0.07 0.17
N -2.230 -2.424 -2.546 0.72 -0.29 0.22 0.02
C -1.148 -1.633 -3.135 -0.41 0.66 -0.28 -0.10
C -1.410 -0.117 -2.986 0.19 -0.18 -0.57 -0.17
C -0.133 0.722 -2.838 -0.91 0.21 0.14 -0.17
C -0.289 2.080 -3.520 0.34 -0.04 0.00 -0.15
N 0.692 3.020 -3.031 -0.21 0.46 0.32 -0.14
C 1.949 3.271 -3.507 0.63 0.40 0.16 -0.10
C 2.557 4.223 -2.706 -0.83 -0.55 -0.12 -0.08
C 1.619 4.558 -1.700 -0.48 -0.32 -0.06 -0.09
C 0.480 3.803 -1.912 1.02 0.39 -0.15 -0.09
C -1.240 -6.545 2.901 0.41 0.17 0.56 -0.49
C -0.956 -6.010 4.277 0.62 0.51 -0.24 0.01
O -2.029 -7.428 2.731 -0.69 -0.27 -0.34 0.12
H 1.683 -8.441 1.597 0.17 -0.12 -0.13 0.08
H -0.055 -8.547 1.623 -0.18 0.03 0.04 0.07
H 0.774 -8.131 0.117 -0.08 -0.15 -0.11 0.07
H 1.366 -6.377 2.464 -0.03 0.10 0.16 0.12
H 1.281 -5.945 0.791 -0.11 0.28 -0.10 0.11
H -2.130 -6.513 0.538 -0.08 -0.08 0.01 0.12
H -0.725 -5.796 -0.228 -0.01 -0.10 -0.17 0.12
H -3.107 -4.342 0.683 -0.11 -0.08 -0.30 0.12
H -1.675 -3.828 1.525 -0.02 0.08 0.14 0.11
H 0.328 -3.354 -1.359 0.00 0.13 -0.19 0.12
H 0.299 -3.665 0.335 0.02 -0.18 0.11 0.12
H -0.675 -0.927 -0.529 0.02 -0.03 -0.44 0.11
H -1.193 -1.481 1.733 -0.10 0.03 0.08 0.08
H 0.263 -0.480 1.760 -0.06 0.08 0.20 0.09
H 0.376 -2.233 1.989 0.18 -0.03 0.08 0.08
H 1.907 -1.945 -1.133 0.14 0.19 -0.33 0.08
H 1.622 -0.224 -0.784 0.16 0.16 0.08 0.07
H 2.116 -1.384 0.483 0.19 0.24 0.09 0.09
H -5.834 -4.077 -3.659 0.16 -0.23 0.02 0.14
H -6.018 -2.363 -3.398 -0.07 0.00 -0.19 0.13
H -7.172 -4.416 -1.770 0.00 -0.16 0.26 0.14
H -6.068 -3.399 -0.795 -0.13 -0.22 0.28 0.11
H -8.412 -0.226 0.454 -0.03 0.01 0.17 0.09
H -8.301 -0.024 -1.293 -0.14 0.02 -0.17 0.08
H -9.757 -0.732 -0.544 -0.16 -0.03 -0.11 0.10
H -3.574 -1.882 -4.057 0.23 0.11 -0.03 0.19
H -0.171 -1.934 -2.789 -0.06 -0.15 0.42 0.11
H -1.172 -1.850 -4.200 0.18 -0.30 -0.10 0.13
H -2.126 0.063 -2.188 0.10 0.06 0.27 0.12
H -1.909 0.213 -3.899 -0.15 0.00 -0.07 0.11
H 0.725 0.189 -3.235 0.23 0.00 0.09 0.12
H -0.007 0.950 -1.784 0.44 -0.22 0.15 0.10
H -0.226 1.988 -4.602 0.14 0.01 -0.12 0.13
H -1.271 2.497 -3.308 -0.15 0.01 0.11 0.13
H 2.362 2.785 -4.374 -0.22 -0.16 -0.12 0.11
H 3.543 4.631 -2.817 0.14 0.00 -0.13 0.09
H 1.762 5.270 -0.909 0.02 0.01 0.12 0.08
H -0.427 3.777 -1.338 -0.24 -0.10 -0.11 0.11
H -1.898 -5.717 4.726 -0.15 -0.27 0.22 0.09
H -0.338 -5.117 4.220 0.11 0.05 -0.03 0.07
H -0.428 -6.736 4.886 -0.23 -0.22 0.17 0.09
C 7.634 7.330 1.545 0.00 -0.10 0.08 -0.12
O 7.001 6.955 2.754 -0.02 0.09 -0.20 -0.20
C 6.236 7.994 3.355 0.01 -0.08 0.30 -0.22
C 4.762 7.655 3.335 0.01 -0.09 -0.23 -0.21
N 4.233 7.696 1.976 -0.04 -0.10 0.13 -0.05
C 2.881 7.167 1.839 0.14 0.09 -0.17 -0.20
C 2.663 5.684 2.123 -0.28 0.02 0.02 -0.23
O 3.289 4.817 1.194 0.11 0.03 0.15 -0.20
C 4.638 4.489 1.482 -0.08 -0.09 -0.21 -0.09
H 8.274 6.503 1.242 -0.01 -0.02 0.03 0.09
H 6.908 7.518 0.746 0.04 0.10 -0.01 0.08
H 8.255 8.219 1.683 -0.01 0.03 -0.04 0.09
H 6.424 8.956 2.871 -0.03 -0.02 -0.09 0.12
H 6.561 8.075 4.396 0.01 0.03 -0.01 0.12
H 4.219 8.377 3.951 -0.03 -0.01 0.00 0.12
H 4.648 6.662 3.792 0.01 0.05 0.14 0.11
H 4.849 7.169 1.371 0.03 0.03 -0.03 0.07
H 2.568 7.355 0.808 -0.06 -0.01 0.01 0.11
H 2.212 7.748 2.482 0.01 -0.02 0.04 0.12
H 1.590 5.492 2.029 0.01 -0.02 -0.01 0.12
H 2.936 5.409 3.148 0.13 0.02 -0.02 0.11
H 4.833 4.473 2.557 0.01 0.06 0.02 0.09
H 5.333 5.179 0.997 0.06 0.03 0.12 0.07
H 4.827 3.494 1.078 -0.03 0.00 0.01 0.09
```
Forces are in eV/Å.

Summary:
Energy above the lowest of the compared OMol25 structures with the same formula, charge and spin in kcal per mole: 9.30
Charge: +1
Gap between HOMO and LUMO in eV: 7.43
E_tot in eV: -52678.6489
F_max in eV/A: 1.26
E_LUMO in eV: -2.49